Entry 1:
DFT (ωB97M-V with the def2-TZVPD basis set) results for a single C16H18FN5O molecule.

Geometry as XYZ:
```
41
Properties=species:S:1:pos:R:3:forces:R:3:lowdin_charge:R:1
C -0.61083 -0.06055 4.87732 0.04 -0.02 0.02 -0.090
N -0.46636 0.08392 3.44231 -0.03 -0.03 -0.07 -0.220
C -1.50220 -0.62095 2.69927 -0.03 -0.05 0.09 -0.112
C -0.98265 -1.04783 1.36899 -0.06 -0.18 -0.20 -0.331
N -1.69308 -1.22843 0.29629 -0.56 0.29 0.34 0.182
C -0.82350 -1.71339 -0.64792 0.74 -0.12 0.15 -0.232
C -1.04899 -2.10367 -1.96261 0.14 0.01 0.21 -0.016
C 0.02247 -2.58392 -2.68602 0.12 -0.05 -0.14 -0.028
C 1.28642 -2.66631 -2.10320 0.02 0.06 0.20 -0.292
F 2.30377 -3.14274 -2.85774 -0.06 0.03 0.04 0.048
C 1.55616 -2.29024 -0.80300 0.16 -0.09 -0.22 0.048
C 0.47366 -1.81236 -0.08263 -0.49 -0.11 -0.50 -0.193
N 0.33212 -1.39080 1.20959 -0.03 -0.17 0.13 0.171
C -0.41187 1.49240 3.07965 -0.12 0.01 0.15 -0.111
C -0.26552 1.70929 1.61689 0.50 0.26 -0.52 -0.348
N 0.79914 1.59144 0.88363 0.06 -0.10 0.66 0.214
C 0.38015 2.01973 -0.34471 -0.35 0.12 0.44 -0.341
C 1.26521 2.09408 -1.53269 -0.20 -0.14 -0.34 -0.087
C 0.91592 1.00787 -2.53023 0.09 0.08 0.05 -0.290
C -0.33076 1.14268 -3.34827 -0.09 -0.02 0.07 -0.113
C 1.01055 1.28843 -3.99877 0.17 -0.08 -0.14 -0.108
N -0.87297 2.37746 -0.34684 0.07 0.28 -1.15 0.151
O -1.30693 2.17837 0.92368 -0.01 -0.17 0.87 0.040
H -0.57335 -1.11792 5.13266 -0.01 -0.01 0.07 0.087
H -1.55072 0.36415 5.25780 -0.03 0.01 0.02 0.093
H 0.22127 0.44239 5.36774 0.00 0.01 0.08 0.087
H -1.77527 -1.52389 3.25505 0.00 0.10 0.00 0.132
H -2.41806 -0.02844 2.55677 0.05 -0.08 0.00 0.138
H -2.03520 -2.03682 -2.39114 -0.13 0.01 -0.07 0.117
H -0.09382 -2.90398 -3.70937 0.01 -0.04 -0.11 0.116
H 2.54870 -2.37067 -0.39049 0.14 -0.04 -0.01 0.123
H 1.05183 -1.24006 1.89634 -0.07 0.10 -0.02 0.158
H -1.32220 2.03137 3.39758 0.12 -0.05 0.05 0.139
H 0.45889 1.93196 3.57450 -0.15 0.05 -0.06 0.136
H 1.13065 3.07092 -2.00010 0.09 0.03 -0.01 0.126
H 2.29884 1.98936 -1.19944 -0.04 0.11 -0.02 0.122
H 1.18448 0.01459 -2.19744 -0.06 -0.09 -0.08 0.108
H -0.90769 0.25367 -3.54733 0.01 -0.09 -0.01 0.085
H -0.92913 2.02741 -3.19863 -0.02 0.13 0.02 0.098
H 1.32271 2.27341 -4.31124 0.02 0.13 0.03 0.097
H 1.35814 0.49804 -4.64625 0.00 -0.10 -0.03 0.096
```
Positions in Å, forces in eV/Å.

Values from the calculation:
LUMO in eV: 0.64
Charge: 0
Multiplicity: 1
Frontier orbital gap in eV: 9.04

=====

Entry 2:
DFT (ωB97M-V with the def2-TZVPD basis set) results for 2 unconnected molecules or ions with the total composition C4H8NO2S.

Geometry as XYZ:
```
16
Properties=species:S:1:pos:R:3:forces:R:3:lowdin_charge:R:1
O -2.58010 -0.14216 -0.44338 -1.99 -1.36 -0.45 -0.104
C -1.47167 0.28791 -0.16639 2.60 1.51 0.48 -0.738
N -1.15123 1.55415 0.12850 0.52 -1.31 0.27 -0.016
C 2.62904 4.04859 -0.33608 -1.39 -0.70 -0.69 -0.143
O 2.68386 4.81186 -1.25381 0.24 0.41 -0.77 -0.017
C -0.27038 -0.83166 -0.22926 -1.02 1.34 2.05 -0.201
C -0.81861 -2.01843 0.58033 1.96 -0.38 -0.88 -0.490
S 0.37341 -3.55494 0.80324 -1.15 0.91 -0.93 0.537
H -2.05098 2.03581 0.21278 0.13 -0.01 -0.28 -0.022
H 3.05699 4.31095 0.59502 0.83 0.20 1.50 0.053
H 2.04128 3.10976 -0.38038 0.21 0.04 -0.06 0.086
H -0.12257 -0.97121 -1.26097 0.15 -0.81 -1.36 0.065
H 0.68302 -0.49134 0.20156 -0.41 0.17 -0.04 0.080
H -0.96349 -1.69043 1.59278 -0.47 -0.03 0.36 0.050
H -1.68328 -2.40904 0.08329 -0.59 -0.12 0.29 0.044
H -0.11718 -4.17063 -0.30954 0.39 0.14 0.51 -0.184
```
Positions in Å, forces in eV/Å.

Values from the calculation:
LUMO in eV: 3.12
Charge: -1
Multiplicity: 1
Frontier orbital gap in eV: 6.70

=====

Entry 3:
DFT (ωB97M-V with the def2-TZVPD basis set) results for 2 unconnected molecules or ions with the total composition C7H5NO2.

Geometry as XYZ:
```
15
Properties=species:S:1:pos:R:3:forces:R:3:lowdin_charge:R:1
C -0.72155 0.68690 -1.62759 -1.45 0.78 -2.44 -0.136
C 0.21908 0.47252 -0.74826 0.54 -0.04 0.57 -0.021
C -1.59091 0.82479 -2.50629 3.58 -1.67 4.66 0.174
C 2.09634 0.00825 0.95119 1.67 -0.65 -0.21 -0.124
C 1.17564 0.29719 0.02195 0.24 -0.50 0.91 -0.043
C -2.88363 -1.91660 -0.87989 -0.13 -0.21 0.13 -0.588
C 2.30392 0.84435 2.23275 0.02 -2.65 0.55 -0.094
N -2.94261 -0.68077 -1.45838 -1.07 -0.36 0.08 0.204
O -2.50542 -0.93297 -0.04912 0.28 0.43 0.03 0.088
O -3.11065 -3.07573 -0.82272 0.28 0.26 -0.42 0.155
H -2.10725 1.09733 -3.29965 -2.30 1.01 -3.09 0.009
H 2.94569 -0.73328 0.63345 -1.74 1.39 0.76 0.140
H 1.35850 1.16075 2.71131 0.45 -0.35 -0.29 0.080
H 2.79068 1.70276 1.85774 0.88 1.19 0.14 0.049
H 2.97218 0.24450 2.98351 -1.27 1.35 -1.39 0.106
```
Positions in Å, forces in eV/Å.

Values from the calculation:
LUMO (spin up / spin down) in eV: -1.25 / -1.70
Charge: 0
Multiplicity: 1
Frontier orbital gap (spin up / spin down) in eV: 8.30 / 6.24

=====

Entry 4:
DFT (ωB97M-V with the def2-TZVPD basis set) results for a single C2H2O3S molecule.

Geometry as XYZ:
```
8
Properties=species:S:1:pos:R:3:forces:R:3:lowdin_charge:R:1
O -2.15497 0.50554 -0.20856 2.79 -1.70 0.70 0.138
C -1.12971 -0.12585 0.00141 -1.01 -1.56 0.22 -0.442
O -1.03015 -1.51595 0.20125 0.43 1.59 -1.06 -0.011
C 0.29856 0.43106 0.12472 1.55 0.60 -1.69 -0.715
O 0.36903 1.75411 0.07906 0.90 0.96 1.77 0.013
S 1.64490 -0.50674 -0.11195 -0.76 0.41 0.66 0.797
H -0.05049 -1.80795 0.00941 -2.06 1.00 0.63 0.048
H 1.24771 2.13486 0.45091 -1.84 -1.31 -1.23 0.172
```
Positions in Å, forces in eV/Å.

Values from the calculation:
LUMO in eV: -1.46
Charge: 0
Multiplicity: 1
Frontier orbital gap in eV: 8.65

=====

| no. | calculated total energy (eV) |
| --- | --- |
| 1 | -29098.525 |
| 2 | -20697.848 |
| 3 | -12915.663 |
| 4 | -19083.233 |